Record 1
C53H47F3N8O4P2STi | ωB97M-V with the def2-TZVPD basis set

The calculation puts the HOMO energy at -6.11 eV. Its HOMO-LUMO gap is 5.0892 eV. As for the energy relative to the best compared isomer or geometry (same formula, charge and spin): 560.20 kJ/mol. The total energy comes out at -5016.68387 a.u.

```
! wB97M-V def2-TZVPD RIJCOSX def2/J DEFGRID3
* xyz 0 1
Ti 0.346 1.986 -0.635
N -2.683 -1.714 7.417
C -2.256 -1.270 6.154
C -2.983 -1.493 5.053
C -2.590 -1.131 3.643
C -0.619 -0.277 3.767
C -0.174 -0.195 5.195
C -0.920 -0.632 6.206
S 0.811 0.008 2.671
O 0.743 -1.352 1.969
O 2.067 0.122 3.357
N 0.658 1.110 1.519
C 0.376 2.352 2.028
N 0.333 2.609 3.343
C 0.073 3.857 3.682
C -0.141 4.874 2.749
C -0.074 4.519 1.426
N 0.182 3.263 1.065
H -3.646 -1.999 7.479
H -2.371 -1.171 8.205
H -3.943 -1.986 5.177
H -3.363 -1.392 2.925
H 0.798 0.238 5.387
H -0.505 -0.532 7.205
H 0.036 4.059 4.748
H -0.346 5.890 3.049
H -0.219 5.226 0.616
C -3.447 2.368 -0.682
N -2.079 2.748 -1.054
C -1.998 3.496 -2.086
C -0.741 4.096 -2.425
C -0.466 5.193 -3.211
C 0.863 5.569 -2.909
C 1.313 4.675 -1.958
N 0.340 3.760 -1.661
C -4.128 1.329 -1.555
C -3.528 0.753 -2.665
C -4.221 -0.186 -3.423
C -5.512 -0.556 -3.081
C -6.111 0.010 -1.960
C -5.424 0.949 -1.209
H -4.065 3.272 -0.680
H -3.439 1.994 0.335
H -2.877 3.795 -2.662
H -1.149 5.674 -3.894
H 1.420 6.395 -3.324
H 2.272 4.663 -1.462
H -2.507 1.004 -2.929
H -3.736 -0.631 -4.283
H -6.054 -1.272 -3.686
H -7.117 -0.275 -1.678
H -5.899 1.397 -0.342
C 0.126 -2.977 -2.500
N 0.169 -2.179 -1.263
P 1.542 -1.232 -0.854
C 2.557 -2.552 -0.038
C 2.549 -3.887 -0.433
C 3.391 -4.811 0.174
C 4.247 -4.417 1.195
C 4.252 -3.094 1.611
C 3.419 -2.172 0.990
C 2.587 -1.050 -2.372
C 3.978 -1.087 -2.232
C 4.815 -0.856 -3.315
C 4.277 -0.590 -4.567
C 2.898 -0.520 -4.714
C 2.059 -0.733 -3.625
P -1.450 -1.497 -0.917
C -2.353 -3.111 -0.756
C -1.780 -4.323 -0.369
C -2.562 -5.465 -0.227
C -3.929 -5.407 -0.465
C -4.512 -4.201 -0.833
C -3.729 -3.064 -0.975
C -1.462 -1.030 0.810
C -0.754 -1.785 1.836
C -1.174 -1.638 3.302
C -2.057 0.336 3.512
C -2.345 0.918 2.170
C -2.075 0.232 1.027
H 1.084 -2.962 -3.014
H -0.632 -2.582 -3.187
H -0.134 -4.014 -2.284
H 1.889 -4.218 -1.221
H 3.378 -5.842 -0.156
H 4.901 -5.140 1.666
H 4.901 -2.780 2.420
H 3.427 -1.140 1.327
H 4.421 -1.303 -1.266
H 5.889 -0.886 -3.178
H 4.929 -0.445 -5.420
H 2.465 -0.295 -5.681
H 0.987 -0.636 -3.748
H -0.714 -4.375 -0.169
H -2.102 -6.402 0.062
H -4.535 -6.299 -0.365
H -5.578 -4.149 -1.019
H -4.186 -2.119 -1.260
H -0.687 -2.831 1.546
H -0.828 -2.485 3.895
H -2.352 0.999 4.322
H -2.853 1.873 2.134
H -2.365 0.702 0.095
F 6.876 2.869 -2.850
C 6.582 2.686 -1.560
F 7.337 1.677 -1.103
F 6.946 3.792 -0.893
C 5.113 2.399 -1.345
C 4.226 2.377 -2.392
C 2.884 2.159 -2.121
N 2.417 1.977 -0.883
C 3.301 1.960 0.130
C 4.651 2.165 -0.059
H 4.554 2.522 -3.410
H 2.160 2.133 -2.922
H 2.913 1.753 1.117
H 5.327 2.141 0.785
O 0.026 1.136 -2.033
O -0.604 0.587 -3.044
*
```

Record 2
CH12N2O4 | ωB97M-V with the def2-TZVPD basis set

The calculation puts the HOMO energy at -9.07 eV. Its HOMO-LUMO gap is 9.7903 eV. As for the energy relative to the best compared isomer or geometry (same formula, charge and spin): 167.09 kJ/mol. As for the SMILES: [H]/N=C/N.O.O.O.O. The total energy comes out at -455.73238 a.u.

```
! wB97M-V def2-TZVPD RIJCOSX def2/J DEFGRID3
* xyz 0 1
H -0.675 1.615 0.100
N -0.105 0.849 -0.013
C 0.770 1.036 -1.000
N 1.614 0.036 -1.311
H 0.745 2.001 -1.574
H 1.586 -0.715 -0.707
H 2.572 0.151 -1.635
O -2.679 -1.211 -0.740
H -3.084 -1.791 -0.106
H -1.861 -1.025 -0.219
O 2.152 -1.701 1.478
H 1.716 -1.228 2.076
H 3.000 -1.953 1.837
O 0.295 0.013 3.382
H -0.424 -0.150 2.800
H 0.901 0.643 3.067
O -1.807 1.332 -2.412
H -2.331 1.508 -3.151
H -2.385 0.589 -1.872
*
```

Record 3
C12H10Cl2N2O4S | ωB97M-V with the def2-TZVPD basis set

The calculation puts the HOMO energy at -8.38 eV. Its HOMO-LUMO gap is 8.6827 eV. As for the energy relative to the best compared isomer or geometry (same formula, charge and spin): 0.00 kJ/mol. As for the SMILES: CN1C(=O)C[C@@H](C(=O)O)S/C1=N\c1cc(Cl)c(O)c(Cl)c1. The total energy comes out at -2192.35191 a.u.

```
! wB97M-V def2-TZVPD RIJCOSX def2/J DEFGRID3
* xyz 0 1
C -1.534 1.691 -2.067
N -0.580 0.654 -1.579
C -0.019 -0.277 -2.462
O -0.373 -0.338 -3.636
C 1.014 -1.337 -2.032
C 0.719 -1.913 -0.606
C 1.697 -3.040 -0.268
O 1.247 -4.164 -0.292
O 3.039 -2.766 -0.166
S 0.820 -0.512 0.518
C -0.107 0.766 -0.269
N -0.331 1.875 0.376
C 0.174 2.091 1.631
C 1.262 2.983 1.763
C 1.738 3.283 3.049
Cl 3.038 4.411 3.317
C 1.197 2.641 4.145
O 1.631 2.930 5.396
C 0.143 1.731 3.965
Cl -0.459 0.918 5.398
C -0.405 1.464 2.730
H -2.356 1.812 -1.271
H -0.998 2.629 -2.162
H -2.041 1.448 -3.006
H 1.013 -2.116 -2.767
H 2.050 -0.928 -2.011
H -0.264 -2.385 -0.632
H 3.460 -3.608 -0.117
H 1.689 3.387 0.832
H 1.111 2.376 6.002
H -1.171 0.698 2.625
*
```

Record 4
C9H9F2NS | ωB97M-V with the def2-TZVPD basis set

The calculation puts the HOMO energy (alpha / beta) at -7.35 / -9.20 eV. Its HOMO-LUMO gap (alpha / beta) is 7.7460 / 7.1462 eV. The total energy comes out at -1000.78255 a.u. Its expectation value of S² is 2.016.

```
! wB97M-V def2-TZVPD RIJCOSX def2/J DEFGRID3
* xyz 0 3
C 2.685 1.552 -0.437
C 3.762 0.874 0.036
C 1.512 0.705 -0.444
C 1.771 -0.517 0.028
C 0.250 1.204 -1.021
C -0.496 -1.651 -0.163
C -1.346 -0.359 0.012
C -2.790 -0.707 -0.417
C -1.332 0.049 1.494
N -0.924 0.772 -0.866
F -0.374 -2.135 -1.419
F -0.573 -2.597 0.764
S 3.408 -0.760 0.442
H 2.768 2.636 -0.720
H 4.915 1.073 0.150
H 0.389 2.202 -1.363
H -2.812 -1.072 -1.392
H -3.635 -0.033 -0.135
H -2.883 -1.595 0.051
H -0.393 0.122 1.949
H -1.986 -0.693 2.003
H -1.915 0.929 1.449
*
```